1.
Molecular formula: C42H39N7OPdS3
Method: DFT, the ωB97M-V functional and the def2-TZVPD basis

```
! wB97M-V def2-TZVPD RIJCOSX def2/J DEFGRID3
* xyz 2 1
Pd -2.404 -0.590 -2.011
N -2.784 0.162 -0.060
S -1.989 0.843 0.959
N -0.689 0.028 1.570
S 0.738 0.024 0.965
N 0.990 0.193 -0.533
S 0.879 -0.667 -1.936
N -0.388 -0.799 -2.637
C 1.732 -2.195 -1.566
C 3.014 -2.200 -1.031
C 3.624 -3.414 -0.771
C 2.958 -4.604 -1.055
C 1.685 -4.583 -1.602
C 1.065 -3.368 -1.864
C 2.091 0.237 -2.875
C 2.620 -0.414 -3.981
C 3.494 0.269 -4.810
C 3.818 1.592 -4.539
C 3.266 2.238 -3.441
C 2.395 1.562 -2.598
C 1.457 -1.450 1.640
C 2.656 -1.407 2.334
C 3.192 -2.597 2.808
C 2.538 -3.797 2.580
C 1.336 -3.821 1.880
C 0.784 -2.643 1.413
C 1.662 1.353 1.689
C 2.803 1.822 1.050
C 3.541 2.825 1.658
C 3.138 3.340 2.884
C 2.001 2.853 3.513
C 1.253 1.848 2.918
C -2.892 1.099 2.464
C -3.949 1.999 2.397
C -4.765 2.166 3.501
C -4.533 1.423 4.653
C -3.483 0.517 4.702
C -2.651 0.348 3.603
C -1.309 2.465 0.591
C -1.146 3.427 1.580
C -0.542 4.633 1.259
C -0.098 4.868 -0.035
C -0.261 3.898 -1.015
C -0.869 2.690 -0.706
H 3.531 -1.269 -0.832
H 4.624 -3.437 -0.358
H 3.447 -5.550 -0.861
H 1.181 -5.510 -1.842
H 0.085 -3.318 -2.319
H 2.356 -1.443 -4.191
H 3.922 -0.231 -5.668
H 4.502 2.122 -5.188
H 3.514 3.271 -3.238
H 1.952 2.061 -1.747
H 3.167 -0.473 2.517
H 4.120 -2.579 3.363
H 2.961 -4.720 2.953
H 0.830 -4.760 1.701
H -0.156 -2.645 0.880
H 3.103 1.415 0.094
H 4.433 3.203 1.176
H 3.719 4.123 3.354
H 1.695 3.253 4.471
H 0.373 1.448 3.403
H -4.122 2.575 1.495
H -5.582 2.874 3.466
H -5.173 1.552 5.514
H -3.307 -0.061 5.598
H -1.827 -0.351 3.637
H -1.484 3.246 2.592
H -0.421 5.390 2.023
H 0.372 5.812 -0.280
H 0.085 4.077 -2.025
H -0.985 1.933 -1.470
C -2.535 -5.164 -0.738
C -2.521 -4.764 -2.067
C -2.506 -3.415 -2.354
N -2.516 -2.485 -1.389
C -2.549 -2.862 -0.106
C -2.555 -4.196 0.254
H -2.545 -6.215 -0.482
H -2.522 -5.482 -2.875
H -2.487 -3.053 -3.375
H -2.603 -2.056 0.613
H -2.593 -4.463 1.301
N -4.208 2.185 -1.845
C -3.317 2.142 -2.839
N -3.259 3.154 -3.716
O -2.510 1.183 -2.990
H -4.888 2.921 -1.775
H -4.170 1.469 -1.127
H -3.947 3.886 -3.736
H -2.663 3.034 -4.517
*
```

Properties
- orbital gap (spin up / spin down) (eV) = 7.32 / 7.33
- E (a.u.) = -3404.1579
- energy relative to the best compared isomer or geometry (same formula, charge and spin) (kcal per mole) = 31.0

Here are the Löwdin charges for atoms 1 to 5, given in e: number 1, Pd, carries 0.9525; number 2, N, carries -0.3599; number 3, S, carries 0.7701; number 4, N, carries -0.3570; number 5, S, carries 0.8879

=====

2.
Molecular formula: C25H43N2O4S3Si2Ta
Method: DFT, the ωB97M-V functional and the def2-TZVPD basis

```
! wB97M-V def2-TZVPD RIJCOSX def2/J DEFGRID3
* xyz 1 2
Ta 1.490 0.786 0.155
O 3.429 0.886 0.680
N 4.209 -0.048 1.226
C 5.481 0.288 1.531
C 6.304 -0.642 2.097
C 5.804 -1.925 2.350
C 4.504 -2.234 2.030
C 3.674 -1.268 1.452
S 2.038 -1.511 0.983
H 5.753 1.305 1.296
H 7.320 -0.372 2.341
H 6.442 -2.674 2.799
H 4.091 -3.214 2.215
C 1.695 7.896 -0.482
Si 1.292 6.335 0.458
C -0.538 6.224 0.793
C 2.299 6.239 2.027
C 1.790 4.876 -0.663
C 2.360 5.062 -1.918
C 2.713 3.996 -2.747
C 2.488 2.719 -2.304
N 1.947 2.511 -1.093
C 1.607 3.542 -0.290
S 0.943 2.899 1.219
H 1.413 8.759 0.123
H 1.144 7.965 -1.423
H 2.762 7.988 -0.698
H -0.867 7.100 1.358
H -0.793 5.337 1.374
H -1.108 6.196 -0.138
H 2.103 7.116 2.648
H 3.368 6.219 1.808
H 2.053 5.352 2.612
H 2.535 6.071 -2.273
H 3.151 4.165 -3.721
H 2.717 1.841 -2.893
C -0.139 -4.893 1.146
C -0.210 -4.473 -0.314
C -1.419 -5.099 -0.994
C 1.071 -4.825 -1.052
O -0.294 -3.024 -0.338
Si -1.507 -2.006 -0.616
S -0.555 -0.029 -0.611
O -2.103 -2.206 -2.098
C -3.366 -1.839 -2.710
C -3.701 -0.392 -2.377
C -3.148 -2.010 -4.204
C -4.441 -2.787 -2.200
O -2.690 -2.008 0.476
C -2.898 -1.619 1.854
C -1.600 -1.718 2.643
C -3.431 -0.194 1.858
C -3.934 -2.591 2.396
H 0.031 -5.968 1.221
H -1.075 -4.659 1.656
H 0.676 -4.372 1.650
H -1.342 -6.186 -0.942
H -1.476 -4.801 -2.040
H -2.344 -4.803 -0.492
H 1.226 -5.905 -1.053
H 1.925 -4.348 -0.571
H 1.015 -4.479 -2.085
H -2.905 0.272 -2.716
H -3.839 -0.259 -1.302
H -4.626 -0.102 -2.876
H -2.349 -1.352 -4.546
H -4.060 -1.767 -4.750
H -2.872 -3.041 -4.429
H -4.571 -2.676 -1.123
H -4.167 -3.820 -2.418
H -5.391 -2.573 -2.691
H -0.864 -1.003 2.271
H -1.178 -2.721 2.576
H -1.791 -1.492 3.693
H -2.701 0.490 1.423
H -3.638 0.126 2.881
H -4.357 -0.134 1.286
H -3.548 -3.611 2.369
H -4.842 -2.545 1.795
H -4.185 -2.342 3.427
*
```

Properties
- orbital gap (spin up / spin down) (eV) = 7.23 / 7.96
- E (a.u.) = -3219.5532
- energy relative to the best compared isomer or geometry (same formula, charge and spin) (kcal per mole) = 0.0

Here are the Löwdin charges for atoms 1 to 5, given in e: number 1, Ta, carries 0.9693; number 2, O, carries -0.3377; number 3, N, carries -0.1764; number 4, C, carries 0.0129; number 5, C, carries -0.0240

=====

3.
Molecular formula: C5H10N
Method: DFT, the ωB97M-V functional and the def2-TZVPD basis

```
! wB97M-V def2-TZVPD RIJCOSX def2/J DEFGRID3
* xyz 1 1
C 2.246 0.505 -0.030
N 0.916 0.030 0.005
C 0.312 -1.118 -0.008
C -1.212 -1.175 0.090
C -1.972 0.275 -0.125
C -0.440 1.038 0.042
H 2.752 0.254 -1.056
H 2.319 1.577 0.112
H 2.739 0.019 0.764
H 0.813 -1.998 -0.072
H -1.415 -1.973 -0.582
H -1.543 -1.623 0.974
H -2.543 0.544 0.727
H -2.317 0.370 -1.235
H -0.380 1.782 -0.606
H -0.276 1.493 1.000
*
```

Properties
- orbital gap (eV) = 11.68
- E (a.u.) = -250.9171
- energy relative to the best compared isomer or geometry (same formula, charge and spin) (kcal per mole) = 55.3
- SMILES string = C[N+]1=CCCC1

Here are the natural (NBO) charges for atoms 1 to 5, given in e: number 1, C, carries -0.4416; number 2, N, carries -0.2414; number 3, C, carries 0.2954; number 4, C, carries -0.4876; number 5, C, carries -0.3749

=====

4.
Molecular formula: C2H4N2OS2
Method: DFT, the ωB97M-V functional and the def2-TZVPD basis

```
! wB97M-V def2-TZVPD RIJCOSX def2/J DEFGRID3
* xyz 0 1
N -0.432 1.343 -0.080
N 0.837 0.851 -0.558
C 0.957 -0.507 -0.219
S 2.260 -1.432 -0.430
C -0.429 -1.054 0.071
O -0.483 -1.304 1.357
S -1.559 -1.444 -1.021
H -0.532 1.765 0.987
H -0.870 2.104 -0.713
H 1.463 1.568 -0.938
H -1.212 -1.890 1.544
*
```

Properties
- orbital gap (eV) = 8.66
- E (a.u.) = -1059.6512
- energy relative to the best compared isomer or geometry (same formula, charge and spin) (kcal per mole) = 57.8
- SMILES string = NNC(=S)C(O)=S

Here are the natural (NBO) charges for atoms 1 to 5, given in e: number 1, N, carries -0.6923; number 2, N, carries -0.4340; number 3, C, carries -0.0158; number 4, S, carries -0.0055; number 5, C, carries 0.1926

=====

5.
Molecular formula: C13H15N3
Method: DFT, the ωB97M-V functional and the def2-TZVPD basis

```
! wB97M-V def2-TZVPD RIJCOSX def2/J DEFGRID3
* xyz 0 1
C 2.613 -1.041 1.255
C 1.192 -1.080 1.365
C 0.368 -0.862 2.406
N -0.988 -0.893 1.898
C -0.989 -1.367 0.604
C -2.019 -1.848 -0.227
C -1.659 -2.273 -1.465
C -0.325 -2.278 -1.884
C 0.679 -1.981 -1.023
C 0.394 -1.482 0.242
H 2.932 -1.474 2.181
H 3.008 -0.003 1.402
H 2.987 -1.728 0.390
H 0.486 -0.525 3.436
H -1.782 -0.615 2.375
H -3.062 -2.047 0.039
H -2.422 -2.813 -1.950
H 0.129 -2.485 -2.751
H 1.819 -2.032 -1.143
C 1.538 1.894 -0.928
C 0.191 2.307 -0.724
C -0.511 3.264 0.078
N -1.849 3.107 -0.120
C -1.986 2.028 -1.015
N -0.830 1.663 -1.428
H 2.235 2.337 -0.142
H 1.947 2.266 -1.926
H 1.622 0.728 -0.871
H -0.128 3.966 0.851
H -2.668 3.552 0.326
H -2.920 1.715 -1.251
*
```

Properties
- orbital gap (eV) = 8.59
- E (a.u.) = -668.5699
- energy relative to the best compared isomer or geometry (same formula, charge and spin) (kcal per mole) = 47.8
- SMILES string = Cc1c[nH]c2ccccc12.Cc1c[nH]cn1

Here are the natural (NBO) charges for atoms 1 to 5, given in e: number 1, C, carries -0.6402; number 2, C, carries -0.0887; number 3, C, carries -0.0476; number 4, N, carries -0.5319; number 5, C, carries 0.1635